No. 1
The following is a DFT calculation (the ωB97M-V functional and the def2-TZVPD basis) of a 12-piece molecular cluster, C78H150N6O18 overall in a non-equilibrium geometry.

Last column: Löwdin charge in e.
Atoms and positions in Å:
C: -1.117 5.113 -3.380  -0.022
C: -2.174 5.851 -2.437  -0.451
C: -3.520 5.133 -2.757  -0.142
C: -4.649 5.411 -1.792  -0.173
C: -4.145 5.159 -0.355  -0.126
C: -2.819 5.897 0.007  -0.493
N: -1.795 5.580 -1.029  -0.124
O: -0.491 5.977 -0.730  -0.007
C: -3.079 7.374 0.083  -0.046
C: -2.389 5.375 1.369  -0.040
C: -2.234 7.349 -2.765  -0.041
H: -0.661 4.277 -2.850  0.067
H: -0.325 5.769 -3.741  0.072
H: -1.600 4.810 -4.309  0.072
H: -3.781 5.486 -3.755  0.121
H: -3.348 4.059 -2.824  0.095
H: -5.408 4.641 -1.929  0.104
H: -5.106 6.400 -1.831  0.105
H: -4.134 4.076 -0.227  0.112
H: -4.922 5.537 0.310  0.119
H: -3.316 7.622 1.118  0.081
H: -2.255 8.062 -0.111  0.090
H: -3.979 7.730 -0.418  0.077
H: -3.288 5.296 1.979  0.082
H: -2.105 4.324 1.308  0.064
H: -1.689 5.962 1.964  0.086
H: -2.002 7.434 -3.827  0.076
H: -1.430 7.948 -2.338  0.083
H: -3.181 7.865 -2.610  0.076
H: -0.010 5.163 -0.895  0.040
C: 8.012 -2.093 -6.772  -0.047
C: 7.048 -1.255 -6.017  -0.462
C: 6.057 -0.505 -6.990  -0.130
C: 4.802 -1.269 -7.415  -0.192
C: 4.112 -1.993 -6.252  -0.141
C: 5.107 -2.899 -5.425  -0.437
N: 6.271 -2.039 -4.997  -0.109
O: 7.043 -2.677 -4.043  -0.033
C: 4.271 -3.294 -4.202  -0.046
C: 5.512 -4.168 -6.309  -0.007
C: 7.797 -0.088 -5.279  -0.039
H: 7.499 -2.462 -7.659  0.070
H: 8.311 -3.050 -6.345  0.085
H: 8.886 -1.555 -7.140  0.088
H: 5.824 0.525 -6.720  0.101
H: 6.448 -0.306 -7.988  0.112
H: 5.041 -2.029 -8.159  0.098
H: 4.141 -0.532 -7.870  0.108
H: 3.328 -2.606 -6.697  0.107
H: 3.593 -1.243 -5.656  0.105
H: 3.802 -2.460 -3.678  0.069
H: 3.530 -4.045 -4.475  0.078
H: 4.939 -3.851 -3.545  0.073
H: 4.666 -4.851 -6.241  0.073
H: 5.825 -3.914 -7.322  0.061
H: 6.396 -4.654 -5.895  0.074
H: 8.502 -0.472 -4.541  0.070
H: 7.125 0.516 -4.669  0.076
H: 8.504 0.456 -5.905  0.081
H: 6.967 -2.055 -3.316  0.035
C: -7.174 -2.806 -1.672  -0.021
C: -7.217 -1.478 -0.805  -0.450
C: -7.154 -0.310 -1.771  -0.164
C: -7.581 1.030 -1.219  -0.216
C: -8.907 0.918 -0.603  -0.155
C: -9.101 -0.217 0.423  -0.457
N: -8.584 -1.519 -0.112  -0.120
O: -8.789 -2.600 0.746  -0.015
C: -8.320 0.196 1.716  -0.032
C: -10.616 -0.307 0.739  -0.044
C: -6.104 -1.288 0.176  -0.051
H: -8.077 -2.983 -2.254  0.077
H: -7.195 -3.711 -1.065  0.067
H: -6.363 -2.827 -2.400  0.083
H: -6.140 -0.154 -2.140  0.112
H: -7.826 -0.486 -2.612  0.127
H: -7.450 1.649 -2.107  0.115
H: -6.770 1.415 -0.601  0.104
H: -9.707 0.883 -1.341  0.123
H: -9.055 1.895 -0.142  0.123
H: -8.215 -0.662 2.379  0.077
H: -7.318 0.599 1.569  0.069
H: -8.870 0.953 2.275  0.079
H: -10.786 -0.938 1.612  0.076
H: -11.123 0.603 1.059  0.078
H: -11.209 -0.606 -0.124  0.080
H: -5.509 -0.376 0.129  0.076
H: -5.311 -1.972 -0.127  0.077
H: -6.417 -1.630 1.163  0.077
H: -9.418 -3.093 0.213  0.104
C: -2.270 -0.589 -0.566  -0.031
C: -1.135 0.222 -0.075  -0.456
C: -0.734 -0.323 1.395  -0.090
C: -0.054 -1.696 1.397  -0.183
C: 1.155 -1.524 0.466  -0.130
C: 0.989 -0.957 -0.999  -0.471
N: -0.033 0.080 -1.019  -0.110
O: -0.290 0.573 -2.307  -0.003
C: 2.376 -0.485 -1.483  -0.009
C: 0.636 -2.158 -1.875  -0.031
C: -1.495 1.762 -0.006  0.005
H: -2.668 -0.194 -1.501  0.080
H: -3.125 -0.530 0.109  0.076
H: -1.988 -1.623 -0.762  0.085
H: -0.043 0.295 1.968  0.095
H: -1.748 -0.424 1.781  0.094
H: -0.718 -2.501 1.085  0.099
H: 0.472 -2.106 2.259  0.093
H: 1.588 -2.524 0.421  0.112
H: 1.833 -0.932 1.081  0.101
H: 2.720 0.236 -0.741  0.060
H: 3.143 -1.258 -1.449  0.071
H: 2.361 -0.053 -2.484  0.072
H: 0.634 -1.914 -2.937  0.073
H: 1.365 -2.949 -1.698  0.082
H: -0.345 -2.585 -1.665  0.075
H: -0.661 2.412 0.260  0.063
H: -2.393 1.964 0.579  0.084
H: -1.731 2.060 -1.027  0.066
H: 0.137 1.433 -2.309  0.092
C: 1.405 -3.938 6.016  -0.024
C: 2.565 -4.396 5.120  -0.432
C: 3.008 -3.115 4.281  -0.141
C: 3.834 -2.094 5.048  -0.183
C: 4.958 -2.903 5.716  -0.157
C: 4.499 -3.980 6.728  -0.464
N: 3.687 -4.924 5.902  -0.148
O: 3.358 -6.041 6.584  0.003
C: 5.880 -4.642 6.977  -0.055
C: 3.975 -3.326 7.998  -0.016
C: 2.084 -5.423 3.996  -0.012
H: 1.691 -2.986 6.463  0.055
H: 1.105 -4.581 6.843  0.090
H: 0.543 -3.733 5.381  0.067
H: 3.515 -3.342 3.344  0.098
H: 2.086 -2.566 4.086  0.093
H: 3.131 -1.655 5.756  0.075
H: 4.143 -1.257 4.421  0.104
H: 5.683 -2.210 6.142  0.117
H: 5.540 -3.328 4.899  0.114
H: 5.864 -5.276 7.863  0.082
H: 6.210 -5.263 6.144  0.083
H: 6.751 -3.989 7.036  0.082
H: 3.397 -4.001 8.630  0.090
H: 4.845 -3.047 8.592  0.086
H: 3.446 -2.389 7.822  0.070
H: 2.122 -6.449 4.362  0.067
H: 2.809 -5.460 3.183  0.069
H: 1.087 -5.263 3.585  0.075
H: 3.934 -6.701 6.191  0.113
C: -1.612 -0.596 6.013  -0.018
C: -0.563 0.514 6.379  -0.473
C: 0.574 0.428 5.278  -0.119
C: 1.463 1.683 5.095  -0.141
C: 0.460 2.866 4.769  -0.124
C: -0.496 3.044 5.996  -0.481
N: -1.228 1.813 6.308  -0.136
O: -2.284 1.938 7.183  0.015
C: 0.273 3.648 7.175  -0.016
C: -1.546 4.087 5.453  -0.039
C: 0.069 0.225 7.715  -0.035
H: -1.116 -1.558 5.884  0.067
H: -1.993 -0.177 5.081  0.091
H: -2.417 -0.783 6.724  0.084
H: 1.325 -0.313 5.552  0.083
H: 0.309 -0.100 4.363  0.097
H: 2.106 1.624 4.217  0.076
H: 2.051 1.823 6.003  0.100
H: -0.141 2.575 3.907  0.104
H: 1.055 3.730 4.473  0.113
H: 0.841 4.559 6.987  0.090
H: -0.544 3.798 7.881  0.087
H: 0.958 2.870 7.513  0.059
H: -2.172 3.724 4.638  0.073
H: -2.330 4.366 6.157  0.074
H: -1.128 4.972 4.972  0.078
H: 1.046 0.707 7.752  0.071
H: 0.345 -0.805 7.939  0.078
H: -0.648 0.478 8.497  0.091
H: -3.004 1.586 6.655  0.110
O: 1.501 3.933 -0.587  0.079
C: 2.337 3.258 0.015  -0.426
O: 3.641 3.381 -0.225  0.050
C: 4.393 2.658 0.735  -0.149
C: 3.449 2.343 1.894  -0.155
C: 2.056 2.361 1.253  -0.056
H: 5.312 3.045 1.174  0.134
H: 4.634 1.734 0.208  0.117
H: 3.513 3.007 2.756  0.117
H: 3.665 1.330 2.232  0.100
H: 1.388 2.718 2.037  0.108
H: 1.653 1.470 0.770  0.090
O: 7.525 -1.243 -1.847  0.099
C: 7.091 -1.414 -0.718  -0.466
O: 7.277 -0.623 0.300  0.071
C: 6.699 -1.100 1.535  -0.126
C: 6.403 -2.564 1.253  -0.148
C: 6.256 -2.612 -0.304  -0.041
H: 5.763 -0.670 1.894  0.115
H: 7.421 -1.144 2.351  0.129
H: 5.506 -2.938 1.747  0.096
H: 7.142 -3.283 1.606  0.115
H: 5.218 -2.587 -0.637  0.115
H: 6.684 -3.532 -0.703  0.129
O: 0.755 1.823 -6.426  0.077
C: 1.664 2.229 -5.682  -0.432
O: 1.982 1.661 -4.462  -0.003
C: 2.956 2.366 -3.786  -0.192
C: 3.032 3.763 -4.498  -0.103
C: 2.486 3.420 -5.903  -0.076
H: 3.885 1.802 -3.868  0.127
H: 2.768 2.640 -2.747  0.101
H: 4.056 4.122 -4.397  0.115
H: 2.366 4.480 -4.017  0.107
H: 3.209 3.102 -6.654  0.138
H: 1.817 4.221 -6.217  0.133
O: -5.986 -0.084 -5.068  0.067
C: -4.833 0.372 -4.873  -0.434
O: -3.738 -0.429 -4.940  0.041
C: -2.559 0.273 -4.682  -0.201
C: -2.903 1.739 -4.768  -0.122
C: -4.452 1.758 -4.484  -0.051
H: -1.714 0.023 -5.324  0.121
H: -2.182 0.153 -3.666  0.092
H: -2.587 2.118 -5.739  0.117
H: -2.349 2.332 -4.040  0.086
H: -5.156 2.513 -4.834  0.131
H: -4.590 1.774 -3.403  0.116
O: -4.707 -0.584 3.128  0.061
C: -4.303 -1.706 3.514  -0.486
O: -4.628 -2.123 4.717  0.035
C: -3.894 -3.251 5.170  -0.145
C: -2.888 -3.526 4.046  -0.119
C: -3.469 -2.728 2.849  -0.056
H: -4.569 -4.090 5.337  0.129
H: -3.400 -2.923 6.084  0.112
H: -2.663 -4.591 3.999  0.117
H: -1.972 -3.020 4.350  0.082
H: -4.202 -3.267 2.248  0.136
H: -2.717 -2.449 2.111  0.096
O: -3.399 -4.027 -6.033  0.113
C: -2.328 -3.481 -6.191  -0.479
O: -1.850 -3.139 -7.392  0.029
C: -0.611 -2.456 -7.335  -0.135
C: -0.053 -2.931 -5.971  -0.162
C: -1.276 -3.206 -5.149  -0.088
H: -0.809 -1.385 -7.283  0.121
H: 0.042 -2.793 -8.140  0.128
H: 0.475 -2.084 -5.532  0.102
H: 0.599 -3.788 -6.141  0.116
H: -1.547 -2.304 -4.602  0.106
H: -1.168 -4.005 -4.415  0.131

Results
F_max	0.09377	hartree/bohr
E_HOMO	-7.81	eV
Kohn-Sham gap	7.703	eV
ΔE to the lowest compared entry with this formula, charge and spin	155.3	kcal/mol
structure (SMILES)	CC1(C)CCCC(C)(C)N1O.CC1(C)CCCC(C)(C)N1O.CC1(C)CCCC(C)(C)N1O.CC1(C)CCCC(C)(C)N1O.CC1(C)CCCC(C)(C)N1O.CC1(C)CCCC(C)(C)N1O.O=C1CCCO1.O=C1CCCO1.O=C1CCCO1.O=C1CCCO1.O=C1CCCO1.O=C1CCCO1

No. 2
The following is a DFT calculation (the ωB97M-V functional and the def2-TZVPD basis) of a 2-piece molecular cluster, C4H7NO overall.

Last column: Löwdin charge in e.
Atoms and positions in Å:
O: 2.454 -1.600 -0.436  0.034
C: 1.763 -0.611 -0.515  -0.370
N: 0.803 -0.285 0.414  0.017
C: 0.008 0.865 0.361  -0.270
C: -0.953 1.158 1.236  0.003
C: -1.110 -0.738 -1.536  0.177
H: 1.823 0.121 -1.339  0.136
H: 0.722 -0.913 1.204  0.155
H: 0.238 1.514 -0.479  0.114
H: -1.186 0.512 2.079  0.060
H: -1.527 2.071 1.129  0.055
H: -2.089 -0.548 -1.043  -0.060
H: -0.860 -1.764 -1.183  -0.052

Results
F_max	0.00774	hartree/bohr
E_HOMO (alpha / beta)	-9.22 / -9.23	eV
Kohn-Sham gap (alpha / beta)	8.265 / 8.269	eV
ΔE to the lowest compared entry with this formula, charge and spin	129.9	kcal/mol

No. 3
The following is a DFT calculation (the ωB97M-V functional and the def2-TZVPD basis) of an isolated ion of composition C11H15ClN3 and charge +1 in a non-equilibrium geometry.

Last column: Löwdin charge in e.
Atoms and positions in Å:
C: 1.955 2.038 -1.661  -0.075
N: 0.568 2.192 -1.245  -0.270
C: -0.047 3.389 -1.838  -0.114
C: 0.185 1.724 0.065  -0.527
Cl: -1.664 2.239 0.299  0.621
H: 1.986 2.499 -2.651  0.080
H: 2.672 2.623 -1.045  0.097
H: 2.257 0.986 -1.746  0.087
H: 0.536 3.553 -2.749  0.079
H: -1.089 3.210 -2.132  0.066
H: 0.048 4.311 -1.238  0.094
H: 0.703 2.308 0.834  0.124
C: 1.212 -2.178 2.753  0.035
N: 0.648 -1.323 1.717  -0.014
C: 1.014 -0.080 1.374  0.045
N: 0.321 0.351 0.299  0.031
C: -0.677 -0.710 0.002  -0.112
C: -0.399 -1.740 0.872  -0.152
C: -1.079 -2.947 0.864  0.019
C: -2.095 -3.088 -0.097  -0.032
C: -2.445 -2.010 -0.943  -0.026
C: -1.738 -0.790 -0.878  -0.007
H: 0.709 -3.137 2.674  0.083
H: 2.283 -2.322 2.591  0.113
H: 1.049 -1.775 3.757  0.114
H: 1.743 0.513 1.900  0.177
H: -0.769 -3.728 1.559  0.115
H: -2.616 -4.039 -0.190  0.119
H: -3.261 -2.137 -1.667  0.124
H: -2.010 0.070 -1.480  0.105

Results
F_max	0.08312	hartree/bohr
E_HOMO	-12.09	eV
Kohn-Sham gap	8.149	eV
ΔE to the lowest compared entry with this formula, charge and spin	0.0	kcal/mol
charge	+1
structure (SMILES)	CN(C)[C@@H](Cl)[n+]1cn(C)c2ccccc21